[1]
{
  "formula": "C35H42N3P2S2SiZn",
  "method": "ωB97M-V/def2-TZVPD",
  "relative_energy_ev": 0.131,
  "total_charge": -1,
  "orbital_gap_ev": 6.869,
  "lumo_ev": 2.52,
  "species": ["Zn", "S", "P", "C", "P", "S", "C", "C", "C", "C", "C", "C", "C", "C", "C", "C", "C", "C", "C", "C", "C", "C", "C", "C", "C", "C", "C", "C", "C", "C", "H", "H", "H", "H", "H", "H", "H", "H", "H", "H", "H", "H", "H", "H", "H", "H", "H", "H", "H", "H", "C", "Si", "C", "C", "C", "C", "H", "H", "H", "H", "H", "H", "H", "H", "H", "C", "N", "C", "C", "N", "N", "C", "C", "H", "H", "H", "H", "H", "H", "H", "H", "H", "H", "H", "H", "H"],
  "xyz": [[1.106, -0.310, 0.330], [-2.124, -2.482, 0.473], [-2.075, -0.518, 0.825], [-0.738, 0.365, 0.260], [-0.642, 1.886, -0.475], [1.183, 2.170, -1.245], [-1.020, 3.337, 0.581], [-0.774, 4.630, 0.124], [-1.014, 5.721, 0.939], [-1.489, 5.534, 2.233], [-1.719, 4.252, 2.702], [-1.482, 3.160, 1.876], [-1.871, 2.058, -1.829], [-1.737, 1.173, -2.898], [-2.585, 1.245, -3.985], [-3.587, 2.208, -4.023], [-3.736, 3.083, -2.961], [-2.881, 3.008, -1.869], [-2.242, -0.386, 2.655], [-1.142, -0.047, 3.431], [-1.214, -0.080, 4.817], [-2.394, -0.449, 5.442], [-3.501, -0.789, 4.673], [-3.422, -0.765, 3.294], [-3.641, 0.236, 0.246], [-4.262, 1.275, 0.930], [-5.432, 1.841, 0.445], [-5.986, 1.379, -0.737], [-5.366, 0.350, -1.433], [-4.206, -0.221, -0.940], [-0.378, 4.770, -0.875], [-0.816, 6.721, 0.574], [-1.666, 6.388, 2.874], [-2.075, 4.093, 3.712], [-1.639, 2.154, 2.249], [-0.955, 0.424, -2.860], [-2.466, 0.552, -4.809], [-4.253, 2.267, -4.875], [-4.525, 3.824, -2.973], [-3.019, 3.690, -1.040], [-0.226, 0.262, 2.938], [-0.345, 0.187, 5.405], [-2.453, -0.474, 6.522], [-4.425, -1.083, 5.155], [-4.281, -1.053, 2.699], [-3.836, 1.649, 1.853], [-5.905, 2.647, 0.993], [-6.898, 1.821, -1.120], [-5.788, -0.006, -2.364], [-3.725, -1.037, -1.466], [6.727, 1.238, 0.419], [6.033, -0.436, 0.918], [6.605, -1.725, -0.330], [6.694, -0.898, 2.620], [4.217, -0.381, 0.928], [3.000, -0.314, 0.890], [7.813, 1.276, 0.531], [6.288, 2.032, 1.022], [6.483, 1.450, -0.623], [7.693, -1.809, -0.352], [6.266, -1.454, -1.331], [6.190, -2.705, -0.095], [7.786, -0.873, 2.637], [6.372, -1.901, 2.901], [6.325, -0.207, 3.378], [2.405, -1.153, -2.519], [2.122, -2.576, -2.527], [1.672, -3.048, -3.827], [1.497, -3.091, -1.408], [1.056, -2.343, -0.464], [1.347, -4.479, -1.422], [0.485, -5.065, -0.416], [2.516, -5.285, -1.726], [3.018, -0.922, -3.391], [2.967, -0.883, -1.628], [1.498, -0.544, -2.564], [0.814, -2.461, -4.182], [1.373, -4.089, -3.781], [2.481, -2.942, -4.553], [0.689, -2.887, 0.309], [0.955, -5.090, 0.578], [0.261, -6.092, -0.708], [-0.448, -4.510, -0.349], [3.201, -4.726, -2.356], [2.217, -6.200, -2.245], [3.049, -5.569, -0.809]],
  "atomic_forces_ev_per_a": [[0.15, 0.05, -0.30], [-0.06, 0.06, 0.01], [0.01, 0.07, 0.00], [-0.09, -0.01, 0.38], [0.02, -0.13, -0.22], [-0.05, -0.02, 0.03], [0.09, -0.03, 0.04], [-0.03, -0.03, -0.08], [0.00, 0.07, 0.04], [-0.01, 0.03, 0.02], [-0.02, 0.01, 0.04], [-0.03, -0.11, 0.03], [0.06, 0.06, 0.02], [0.09, -0.09, 0.04], [-0.04, -0.02, -0.09], [-0.02, 0.01, -0.01], [-0.04, 0.00, -0.04], [-0.03, 0.01, 0.07], [0.03, -0.18, 0.00], [0.07, 0.11, -0.11], [0.00, 0.01, 0.10], [0.01, 0.01, 0.00], [-0.02, 0.00, 0.10], [-0.05, -0.01, -0.09], [0.03, -0.02, 0.04], [0.05, 0.07, 0.04], [-0.03, 0.03, -0.02], [-0.03, 0.02, 0.01], [-0.05, 0.02, -0.04], [0.06, -0.05, -0.03], [0.03, 0.00, -0.01], [0.00, 0.02, -0.01], [-0.01, 0.02, 0.01], [0.00, 0.00, 0.01], [0.03, 0.07, -0.04], [0.00, 0.01, 0.00], [0.00, -0.01, -0.01], [-0.02, 0.00, -0.02], [-0.02, 0.02, 0.00], [0.01, 0.01, 0.01], [-0.02, -0.02, 0.01], [0.01, 0.00, 0.01], [0.00, 0.00, 0.04], [-0.02, 0.00, 0.01], [0.01, -0.03, -0.02], [-0.02, -0.03, 0.00], [-0.01, 0.01, 0.01], [-0.01, 0.01, -0.01], [-0.01, -0.01, -0.02], [0.00, -0.02, 0.01], [-0.05, -0.12, 0.01], [-0.02, -0.03, 0.01], [-0.01, 0.12, 0.09], [-0.05, 0.04, -0.14], [0.34, 0.00, 0.15], [-0.32, -0.04, -0.06], [0.05, -0.01, 0.00], [-0.01, 0.03, 0.06], [-0.02, 0.01, -0.05], [0.05, 0.00, 0.00], [-0.03, 0.02, -0.05], [-0.03, -0.05, 0.03], [0.04, -0.01, 0.00], [-0.02, -0.04, 0.00], [-0.02, 0.04, 0.02], [0.12, 0.07, 0.00], [0.04, -0.06, 0.01], [0.00, 0.00, -0.03], [-0.22, -0.11, 0.02], [0.36, 0.00, -0.07], [-0.05, 0.06, -0.03], [0.01, -0.03, 0.00], [0.02, -0.03, -0.01], [-0.01, 0.00, 0.01], [-0.02, 0.02, 0.04], [-0.06, 0.06, 0.01], [0.01, 0.00, 0.01], [-0.01, -0.03, 0.00], [-0.01, 0.01, 0.01], [-0.10, 0.04, -0.01], [0.00, 0.00, -0.01], [0.01, 0.02, -0.01], [-0.01, 0.01, 0.01], [0.02, -0.01, -0.02], [0.01, 0.02, 0.02], [0.00, 0.00, 0.00]],
  "mulliken_charge": [-0.007, -0.690, 1.796, -0.046, 1.058, -0.527, -0.145, -0.306, -0.678, -0.504, -0.779, -0.041, 0.493, -0.408, -0.632, -0.564, -0.628, -0.391, 0.130, -0.350, -0.744, -0.474, -0.706, -0.400, -0.209, -0.023, -0.929, -0.443, -0.719, -0.358, 0.377, 0.386, 0.359, 0.451, 0.261, 0.221, 0.398, 0.361, 0.415, 0.330, 0.309, 0.418, 0.371, 0.382, 0.429, 0.363, 0.396, 0.386, 0.424, 0.326, -0.988, -0.023, -0.938, -0.974, 1.951, -1.978, 0.284, 0.325, 0.299, 0.299, 0.283, 0.281, 0.281, 0.293, 0.305, -0.263, 0.221, -1.149, 0.269, -0.082, 0.162, -0.987, -1.205, 0.328, -0.183, -0.038, 0.297, 0.396, 0.360, 0.071, 0.365, 0.280, 0.246, 0.392, 0.325, 0.351]
}

---

[2]
{
  "formula": "C21H31Br27N3O3",
  "method": "ωB97M-V/def2-TZVPD",
  "total_charge": 1,
  "orbital_gap_ev": 8.390,
  "lumo_ev": -3.13,
  "species": ["C", "C", "C", "N", "C", "C", "C", "C", "C", "O", "C", "O", "C", "C", "O", "C", "N", "N", "H", "H", "H", "H", "H", "H", "H", "H", "H", "H", "H", "H", "H", "H", "H", "H", "H", "H", "H", "H", "H", "H", "C", "Br", "Br", "Br", "H", "C", "Br", "Br", "Br", "H", "C", "Br", "Br", "Br", "H", "C", "Br", "Br", "Br", "H", "C", "Br", "Br", "Br", "H", "C", "Br", "Br", "Br", "H", "C", "Br", "Br", "Br", "H", "C", "Br", "Br", "Br", "H", "C", "Br", "Br", "Br", "H"],
  "xyz": [[-2.681, -0.783, 4.692], [-2.524, 0.816, 4.304], [-0.905, 1.097, 3.991], [-0.698, 2.044, 2.830], [0.360, 1.509, 1.848], [-0.467, 0.700, 0.687], [0.245, 0.672, -0.789], [-0.956, 0.813, -1.923], [-1.196, -0.736, -2.497], [-1.658, -0.647, -3.913], [-0.430, -0.922, -4.694], [-0.418, -1.840, -5.687], [1.318, 1.879, -1.071], [2.198, 2.046, 0.341], [3.442, 2.810, 0.161], [4.482, 1.757, -0.084], [5.451, 0.866, -0.127], [1.228, 2.643, 1.349], [-2.229, -1.508, 3.879], [-3.805, -1.074, 4.900], [-2.070, -0.930, 5.707], [-3.100, 1.126, 3.330], [-2.810, 1.500, 5.229], [-0.448, 0.016, 3.809], [-0.414, 1.504, 4.997], [-0.458, 3.012, 3.147], [1.080, 0.781, 2.455], [-1.572, 1.124, 0.668], [-0.531, -0.436, 1.046], [0.848, -0.350, -0.878], [-0.529, 1.533, -2.767], [-1.954, 1.268, -1.489], [-0.210, -1.382, -2.481], [-2.021, -1.320, -1.904], [0.523, -0.292, -4.419], [0.780, 2.903, -1.358], [2.122, 1.591, -1.904], [2.438, 0.929, 0.678], [0.590, 3.285, 0.790], [1.716, 3.191, 2.090], [-5.308, -1.189, -1.753], [-4.552, -1.108, 0.037], [-6.354, -2.806, -2.025], [-6.327, 0.412, -2.181], [-4.468, -1.229, -2.454], [1.194, 2.211, -7.291], [3.108, 1.993, -7.561], [0.356, 0.564, -6.683], [0.795, 3.705, -6.110], [0.758, 2.450, -8.267], [-1.185, 0.420, 8.831], [-2.245, 2.034, 8.600], [-2.299, -1.132, 9.196], [0.009, 0.116, 7.326], [-0.554, 0.575, 9.713], [8.526, 3.143, -1.545], [7.125, 4.147, -0.643], [9.441, 4.218, -2.883], [9.772, 2.346, -0.281], [8.038, 2.319, -2.075], [6.378, -0.604, -8.532], [7.211, 0.816, -7.495], [4.826, -1.347, -7.625], [5.951, -0.025, -10.339], [7.113, -1.410, -8.620], [-2.696, -4.926, 6.274], [-1.411, -3.494, 5.985], [-4.529, -4.276, 6.213], [-2.413, -6.410, 5.050], [-2.526, -5.308, 7.286], [3.174, 3.678, 5.216], [4.529, 3.055, 3.968], [1.737, 4.626, 4.310], [2.498, 2.234, 6.331], [3.660, 4.397, 5.884], [-3.293, -4.810, 0.135], [-2.059, -3.547, 0.950], [-3.338, -4.632, -1.801], [-2.925, -6.639, 0.686], [-4.294, -4.562, 0.502], [-5.742, -4.212, -6.214], [-4.508, -2.948, -5.399], [-5.787, -4.034, -8.150], [-5.374, -6.041, -5.663], [-6.744, -3.963, -5.847]],
  "atomic_forces_ev_per_a": [[0.06, 0.79, 0.75], [1.08, -0.19, -0.12], [-0.79, -0.85, 1.73], [1.79, -0.39, -0.41], [-1.58, -1.87, 2.47], [0.50, -0.47, 0.18], [-0.50, 0.48, -0.27], [1.12, -1.24, -0.15], [-0.22, 0.78, 0.14], [3.89, -1.28, -0.51], [-1.54, -4.75, -3.83], [-0.33, 6.07, 6.73], [0.93, 0.00, 1.03], [-0.75, -2.49, -2.40], [1.96, -4.32, -0.29], [5.67, -4.30, 0.70], [-9.12, 8.22, 0.27], [-0.13, 0.48, -1.78], [-0.95, 1.59, 1.52], [2.31, 0.57, -0.45], [-1.51, 0.26, -2.38], [0.92, -0.62, 2.02], [0.29, -1.50, -2.06], [-0.68, 2.40, -0.01], [-0.90, -0.77, -2.33], [-0.14, -1.36, -0.09], [-1.26, 1.55, -1.49], [2.51, -0.71, 0.00], [0.02, 2.58, -0.62], [-1.39, 2.22, 0.01], [-1.16, -1.78, 1.50], [2.13, -0.97, -0.85], [-1.92, 1.41, 0.27], [1.58, 1.20, -1.08], [-2.02, -1.52, -0.01], [1.24, -2.13, 0.63], [-2.01, 0.62, 1.71], [-0.36, 2.63, -0.39], [0.97, -0.54, 0.99], [-0.40, -0.46, -0.05], [-0.04, -0.05, -0.36], [-0.22, 0.03, -0.37], [0.00, 0.62, 0.24], [0.28, -0.43, 0.16], [-0.34, -0.02, 0.26], [-0.03, 0.09, -0.42], [-0.56, 0.09, 0.16], [0.70, 1.21, -1.25], [0.08, -0.32, -0.16], [0.20, -0.04, 0.44], [-0.09, -0.02, 0.42], [0.29, -0.45, -0.05], [0.31, 0.47, -0.21], [-0.25, -0.11, 0.47], [-0.25, -0.07, -0.43], [0.07, -0.29, -0.20], [0.32, -0.07, -0.16], [-0.27, -0.25, 0.43], [-0.36, 0.28, -0.31], [0.20, 0.38, 0.26], [0.14, -0.22, -0.09], [-0.27, -0.28, -0.24], [0.40, 0.15, -0.23], [0.06, -0.10, 0.53], [-0.34, 0.38, 0.05], [0.03, -0.23, 0.19], [-0.20, -0.71, 0.15], [0.49, -0.11, -0.04], [-0.09, 0.46, 0.26], [-0.08, 0.19, -0.46], [0.41, -0.23, 0.38], [-0.46, 0.13, 0.17], [0.19, -0.13, 0.07], [0.14, 0.53, -0.48], [-0.26, -0.22, -0.34], [-0.33, -0.13, -0.07], [0.00, -0.35, -0.06], [0.32, -0.10, 0.48], [-0.04, 0.56, -0.17], [0.43, -0.04, -0.14], [-0.30, 0.01, 0.04], [-0.08, -0.27, -0.26], [0.08, -0.05, 0.55], [-0.03, 0.49, -0.12], [0.46, -0.11, -0.16]],
  "mulliken_charge": [-0.487, -0.337, -0.199, -0.290, -0.246, -0.642, 0.731, -0.372, -0.082, -0.250, -0.025, -0.573, -1.024, -0.176, -0.325, 0.377, -0.404, 0.328, 0.206, 0.256, -0.125, 0.232, 0.194, 0.239, 0.092, 0.238, 0.253, 0.197, -0.107, 0.308, 0.309, 0.277, 0.421, -0.178, 0.407, 0.325, 0.283, 0.420, 0.491, 0.106, 0.275, 0.011, -0.026, -0.028, -0.245, -0.379, 0.057, 0.122, -0.059, 0.364, -0.371, -0.034, 0.011, -0.032, 0.425, -0.323, -0.009, -0.014, 0.005, 0.331, -0.360, -0.006, 0.002, 0.008, 0.344, -0.342, 0.063, -0.035, -0.012, 0.358, -0.357, 0.004, -0.056, 0.068, 0.395, -0.382, -0.014, 0.012, -0.029, 0.406, -0.331, 0.043, -0.029, -0.020, 0.340]
}